Formula: C5H33NO11
Source: the Open Molecules 2025 dataset
Level of theory: ωB97M-V with the def2-TZVPD basis set

Atoms and positions in Å:
O1 2.122 1.327 -4.194
H1 -0.166 -2.193 -1.022
H2 2.363 -1.326 -1.976
H3 -0.968 1.370 3.321
H4 0.638 -1.918 0.931
O2 2.518 0.315 2.063
H5 -2.363 0.742 3.746
H6 1.006 2.231 3.145
C1 0.594 -0.830 1.008
H7 -3.525 -1.853 -1.265
N1 -0.272 -0.424 -0.118
H8 -1.109 -2.599 -2.146
H9 0.094 2.863 2.076
H10 0.298 -0.559 2.028
H11 -2.841 3.664 -1.153
H12 2.726 -1.073 0.607
O3 2.735 2.164 -1.360
O4 -1.902 3.529 -1.324
H13 -1.901 -3.408 3.363
O5 0.166 -4.580 0.422
H14 0.059 -4.029 -0.372
C2 -2.628 0.084 -0.807
H15 0.923 -0.836 -2.063
H16 -3.439 0.533 -0.249
H17 1.266 2.733 -0.344
O6 -1.448 0.543 3.527
O7 1.843 -0.522 -2.117
O8 -0.216 -2.759 -1.819
C3 -1.705 -0.586 0.224
H18 3.007 1.237 -1.428
O9 -1.395 -3.100 2.596
C4 -3.290 -0.906 -1.762
H19 -0.455 -4.281 1.101
H20 -2.735 -1.175 -2.666
C5 2.024 -0.277 0.849
H21 -4.263 -0.545 -2.092
H22 1.643 0.898 -4.905
O10 0.465 2.537 0.195
H23 -0.108 0.567 -0.280
H24 -1.704 4.217 -1.972
O11 0.219 2.780 3.042
H25 2.652 2.530 -2.251
H26 2.194 0.686 -3.465
H27 -0.247 3.084 -0.165
H28 -2.069 0.880 -1.290
H29 2.015 0.482 0.084
H30 2.726 1.235 1.857
H31 -1.268 -2.174 2.854
H32 -1.864 -0.141 1.215
H33 -1.896 -1.658 0.330

Values from the calculation:
**SMILES**: CCCNCCO.O.O.O.O.O.O.O.O.O.O
**Relative energy (zero: lowest compared OMol25 entry of this formula, charge and spin)**: 39.8 kcal per mole
**E**: -29733.70098 eV
**Charge**: 0

Charges computed using Mulliken, reported in e: number 1, O, carries -0.686; number 2, H, carries 0.045; number 3, H, carries 0.321; number 4, H, carries 0.369; number 5, H, carries 0.080; number 6, O, carries -0.661; number 7, H, carries 0.289; number 8, H, carries 0.311; number 9, C, carries 0.149; number 10, H, carries 0.370; number 11, N, carries -0.018; number 12, H, carries 0.321; number 13, H, carries 0.402; number 14, H, carries 0.062; number 15, H, carries 0.293; number 16, H, carries 0.355; number 17, O, carries -0.665; number 18, O, carries -0.601; number 19, H, carries 0.269; number 20, O, carries -0.675; number 21, H, carries 0.381; number 22, C, carries -0.266; number 23, H, carries 0.346; number 24, H, carries 0.381; number 25, H, carries 0.271; number 26, O, carries -0.594; number 27, O, carries -0.702; number 28, O, carries -0.747; number 29, C, carries -0.461; number 30, H, carries 0.221; number 31, O, carries -0.590; number 32, C, carries -1.439; number 33, H, carries 0.298; number 34, H, carries 0.282; number 35, C, carries 0.439; number 36, H, carries 0.379; number 37, H, carries 0.286; number 38, O, carries -0.608; number 39, H, carries 0.226; number 40, H, carries 0.281; number 41, O, carries -0.762; number 42, H, carries 0.349; number 43, H, carries 0.420; number 44, H, carries 0.303; number 45, H, carries 0.205; number 46, H, carries -0.652; number 47, H, carries 0.359; number 48, H, carries 0.274; number 49, H, carries 0.193; number 50, H, carries 0.597